Entry 1:
This record from the OMol25 dataset describes a 3-piece molecular cluster, C6H14O3 overall at a distorted geometry. The level of theory is the ωB97M-V functional and the def2-TZVPD basis.

The energy above the lowest of the compared OMol25 structures with the same formula, charge and spin comes out at 3.766 eV. For the LUMO energy, the calculation gives 0.11 eV. The calculation puts the HOMO energy at -9.420 eV. As for the SMILES: C=C(C)/C=C/CO.O.O.

Geometry as ORCA input:
```
! RIJCOSX wB97M-V def2-TZVPD def2/J DEFGRID3
* xyz 0 1
C 2.363 1.587 1.738
C 1.380 1.062 1.010
C 1.467 1.049 -0.444
C 0.063 0.441 1.432
C -0.277 -0.891 1.578
C -1.733 -1.296 1.608
O -2.366 -1.408 0.281
H 3.183 2.276 1.354
H 2.385 1.707 2.873
H 1.903 1.830 -0.922
H 0.355 1.155 -0.821
H 1.758 0.140 -1.077
H -0.649 1.258 1.441
H 0.438 -1.748 1.633
H -2.350 -0.623 2.253
H -1.842 -2.337 1.887
H -2.056 -0.753 -0.313
O -1.320 0.742 -2.391
H -1.077 1.664 -2.780
H -1.757 0.421 -3.263
O 1.012 -1.207 -2.636
H 0.913 -1.264 -3.571
H 0.611 -0.452 -2.259
*
```

=====

Entry 2:
This record from the OMol25 dataset describes C20H26HgN2O10 as an isolated structure at a distorted geometry. The level of theory is the ωB97M-V functional and the def2-TZVPD basis.

The energy above the lowest of the compared OMol25 structures with the same formula, charge and spin comes out at 3.878 eV. For the LUMO energy, the calculation gives 4.07 eV. The calculation puts the HOMO energy at -1.900 eV.

Geometry as ORCA input:
```
! RIJCOSX wB97M-V def2-TZVPD def2/J DEFGRID3
* xyz -2 1
Hg -0.122 -0.561 0.398
C -2.320 -1.928 -3.040
C -1.805 -1.724 -1.757
C -2.851 -1.208 -0.628
O -2.363 -1.169 0.485
C -4.187 -1.022 -1.023
C -4.596 -1.202 -2.323
C -3.608 -1.765 -3.321
O -3.939 -1.910 -4.586
O -5.919 -1.232 -2.443
O -0.628 -1.911 -1.467
H -1.664 -2.096 -3.881
H -4.954 -0.624 -0.375
C 3.634 1.372 1.709
C 2.556 0.593 1.143
C 2.930 -0.440 -0.078
O 1.935 -0.928 -0.656
C 4.334 -0.736 -0.275
C 5.228 0.064 0.303
C 4.930 1.106 1.355
O 5.835 1.827 1.954
O 6.444 -0.091 -0.076
O 1.373 0.753 1.367
H 3.317 2.176 2.357
H 4.621 -1.543 -0.934
C -0.394 -4.052 3.379
C -0.527 -2.667 2.668
C -0.447 -1.446 3.530
O -0.604 -0.338 2.683
C -1.004 0.968 3.301
N 0.483 -2.532 1.638
H 0.486 -3.927 4.011
H -0.034 -4.785 2.657
H -1.356 -4.310 3.822
H -1.508 -2.560 2.204
H 0.455 -1.378 4.139
H -1.374 -1.418 4.103
H -0.490 1.254 4.219
H -2.065 1.036 3.541
H -0.809 1.806 2.632
H 1.360 -2.658 2.124
H 0.512 -3.304 0.987
C -1.757 1.954 -2.624
C -0.511 1.484 -1.884
C 0.689 2.349 -2.284
O 0.653 3.725 -1.847
C 1.570 4.474 -2.600
N -0.733 1.518 -0.452
H -1.901 3.032 -2.557
H -2.629 1.435 -2.226
H -1.612 1.654 -3.662
H -0.315 0.446 -2.155
H 0.932 2.135 -3.325
H 1.473 1.888 -1.683
H 2.558 4.252 -2.199
H 1.506 5.518 -2.294
H 1.328 4.548 -3.660
H -1.710 1.678 -0.254
H -0.402 2.420 -0.142
*
```

=====

Entry 3:
This record from the OMol25 dataset describes C38H46CeP2Si as an isolated structure at a distorted geometry. The level of theory is the ωB97M-V functional and the def2-TZVPD basis.

For the LUMO energy (spin up / spin down), the calculation gives -7.31 / -7.30 eV. The calculation puts the HOMO energy (spin up / spin down) at -13.130 / -13.130 eV.

Geometry as ORCA input:
```
! RIJCOSX wB97M-V def2-TZVPD def2/J DEFGRID3
* xyz 2 1
Ce 0.533 -0.886 2.765
C -1.478 0.756 -4.559
C -1.477 -0.540 -4.225
C -0.701 -1.635 -4.901
C 0.694 -1.250 -5.453
C 1.532 -0.406 -4.537
C 1.560 0.931 -4.506
C 0.712 1.876 -5.303
C -0.706 1.385 -5.683
C 2.079 0.227 4.007
H -2.120 1.467 -4.018
H -2.162 -0.892 -3.446
H -1.286 -2.052 -5.735
H -0.573 -2.458 -4.182
H 1.242 -2.193 -5.603
H 0.586 -0.783 -6.439
H 2.208 -0.991 -3.898
H 2.333 1.452 -3.934
H 1.240 2.151 -6.230
H 0.615 2.809 -4.728
H -1.266 2.279 -5.997
H -0.642 0.719 -6.552
H 1.696 1.194 4.369
H 3.048 0.331 3.503
H 2.177 -0.477 4.857
P -1.241 -0.736 0.543
P 2.024 0.031 0.445
C -0.200 -0.897 -0.937
C 1.141 -0.673 -0.962
C -2.257 -2.259 0.749
C -2.562 -3.008 -0.397
C -3.281 -4.201 -0.282
C -3.683 -4.654 0.983
C -3.377 -3.911 2.130
C -2.691 -2.698 2.019
C -2.417 0.604 0.158
C -1.931 1.927 0.163
C -2.828 2.991 0.093
C -4.203 2.741 0.012
C -4.678 1.426 -0.065
C -3.790 0.351 0.009
C 3.495 -1.049 0.693
C 3.297 -2.337 1.227
C 4.408 -3.107 1.596
C 5.703 -2.626 1.385
C 5.894 -1.373 0.784
C 4.798 -0.580 0.430
C 2.623 1.695 0.024
C 2.820 2.639 1.055
C 3.253 3.930 0.746
C 3.491 4.298 -0.586
C 3.271 3.368 -1.609
C 2.845 2.068 -1.309
H -0.722 -1.168 -1.864
H 1.747 -0.972 -1.830
H -2.226 -2.659 -1.376
H -3.523 -4.771 -1.181
H -4.237 -5.588 1.073
H -3.677 -4.275 3.117
H -2.509 -2.094 2.920
H -0.853 2.095 0.237
H -2.455 4.016 0.105
H -4.902 3.574 0.017
H -5.746 1.230 -0.180
H -4.157 -0.676 -0.043
H 2.276 -2.743 1.344
H 4.257 -4.086 2.055
H 6.565 -3.236 1.672
H 6.905 -1.011 0.598
H 4.944 0.407 -0.019
H 2.635 2.344 2.090
H 3.411 4.653 1.547
H 3.846 5.306 -0.816
H 3.440 3.651 -2.649
H 2.688 1.332 -2.098
C -1.717 -0.984 5.721
Si -1.521 0.484 4.513
C -3.251 0.776 3.844
C -1.237 1.948 5.677
H -2.082 -1.896 5.222
H -2.469 -0.680 6.470
H -0.777 -1.209 6.249
H -3.899 1.095 4.674
H -3.257 1.561 3.080
H -3.686 -0.129 3.405
H -2.011 1.944 6.466
H -0.254 1.885 6.167
H -1.309 2.901 5.131
*
```